DFT (ωB97M-V/def2-TZVPD) results for 2 unconnected molecules or ions with the total composition C21H11Cl6N2O.

Values from the calculation:
- 2S+1 = 1
- total charge = -1
- LUMO level (eV) = 0.1
- frontier orbital gap (eV) = 2.84

The geometry in XYZ format:
```
41
Properties=species:S:1:pos:R:3:lowdin_charge:R:1
Cl 1.9066 2.6182 6.7247 0.759
Cl -0.5365 1.5264 2.2869 0.725
Cl -2.2891 -0.8856 3.7029 0.729
Cl 0.9530 -0.8709 3.1021 0.691
Cl -0.6451 1.5658 8.2366 0.712
Cl -2.7671 -0.1009 6.6717 0.695
O 1.9915 1.8586 3.9362 0.047
N -0.7572 1.2351 -1.6949 0.041
N -2.0736 4.0245 -0.2307 0.055
C 0.7423 1.6769 5.9383 -0.630
C -0.2598 0.0916 -2.1055 -0.250
C -0.3876 1.2107 6.5819 -0.686
C 3.7410 -0.9730 -1.0438 -0.118
C 1.0770 -0.3757 -1.7112 -0.170
C 1.5446 -0.1655 -0.4055 -0.061
C -1.2995 3.2113 -0.5687 -0.321
C 2.8734 -0.4327 -0.0838 -0.103
C -1.1666 0.0873 4.5278 -0.765
C -1.3528 0.4248 5.8605 -0.701
C 1.0092 1.4189 4.5118 -0.498
C -1.5717 -2.6841 -4.3168 -0.116
C 3.2683 -1.2449 -2.3386 -0.100
C -0.8059 -2.0203 -3.3589 -0.067
C -2.2296 -0.0539 -3.5689 -0.042
C -2.6378 -2.0149 -4.9334 -0.138
C 1.9481 -0.9240 -2.6727 -0.054
C -1.0877 -0.6760 -3.0340 -0.174
C 0.0063 0.5400 3.7260 -1.036
C -0.3608 2.2197 -0.9566 -0.295
C -2.9930 -0.7143 -4.5312 -0.107
H 0.8493 0.2019 0.3501 0.048
H -3.2173 -2.5177 -5.7067 0.079
H -3.8629 -0.2081 -4.9496 0.089
H -1.3366 -3.7198 -4.5738 0.090
H -2.4875 0.9461 -3.2096 0.104
H 1.5884 -1.0656 -3.6931 0.110
H 4.7855 -1.1709 -0.7855 0.088
H 0.6872 2.3884 -0.6660 0.090
H 0.0021 -2.5427 -2.8488 0.101
H 3.9221 -1.6831 -3.0930 0.090
H 3.2299 -0.2017 0.9242 0.089
```

=====

DFT (ωB97M-V/def2-TZVPD) results for a molecular structure, C19H27LaN7O6.

Values from the calculation:
- 2S+1 = 1
- total charge = +1
- LUMO level (alpha / beta) (eV) = -7.5 / -7.5
- frontier orbital gap (alpha / beta) (eV) = 2.63 / 2.64

The geometry in XYZ format:
```
60
Properties=species:S:1:pos:R:3:lowdin_charge:R:1
La 1.5101 -1.3426 -0.5921 2.065
O 2.6507 -1.6307 -3.5097 0.055
O 0.7228 -4.2369 0.9665 -0.161
O 1.3885 2.0976 -0.3237 0.040
O 1.7627 -3.5554 -1.1872 -0.286
O 3.7418 -1.0013 0.5591 -0.480
O 0.3246 0.9550 1.7295 -0.078
N 2.4849 -0.6014 -2.7661 -0.150
N -2.7723 0.4943 -1.0039 0.007
N -0.8422 -0.5362 -1.3857 -0.085
N 0.6469 -2.9547 1.2121 -0.175
N 0.4574 -0.4061 1.5221 -0.154
N 1.8345 1.2067 -1.1623 -0.041
N -8.3740 2.5915 2.2415 0.175
C -4.0610 0.6808 1.0471 0.014
C -6.0381 2.0991 -0.3498 0.003
C 3.5952 0.8842 -4.4525 0.019
C -3.9164 0.9503 -0.3215 -0.175
C -5.2095 1.1208 1.7118 0.003
C -4.8886 1.6720 -1.0215 0.011
C 0.0050 -1.1477 2.5592 -0.253
C -7.3997 2.2450 1.6919 -0.163
C -2.3733 0.8360 -2.3033 -0.008
C -0.6060 -0.5492 3.7792 0.006
C -1.1859 0.2042 -2.5165 -0.123
C -1.8324 -0.3595 -0.5140 -0.118
C 0.1078 -2.5699 2.3860 -0.279
C -6.2045 1.8181 1.0125 -0.221
C 2.4683 1.6675 -2.2864 -0.193
C 5.5319 0.0765 2.0218 -0.102
C -0.3615 -3.5306 3.4203 -0.018
C 2.7694 3.1046 -2.5308 0.020
C 2.8427 0.6430 -3.1968 -0.205
H -2.9462 1.4934 -2.9301 0.117
H -4.7590 1.8898 -2.0811 0.109
H 4.6553 1.0922 -4.2353 0.126
H 2.0907 -4.1394 -1.8903 0.086
H 5.5273 1.1694 1.9493 -0.007
H -0.2473 0.4748 3.9206 0.090
H 2.1929 3.7228 -1.8372 0.092
H -5.3362 0.9209 2.7764 0.131
H 1.3683 -4.0964 -0.3743 0.021
H -6.8082 2.6508 -0.8895 0.132
H 2.5204 3.3818 -3.5641 0.103
H -1.9149 -0.8305 0.4571 0.127
H -0.5453 0.2258 -3.3871 0.103
H -0.1034 -4.5504 3.1237 0.082
H 5.4393 -0.2252 3.0701 0.001
H 4.6167 -0.3540 1.4049 -0.079
H -0.3571 -1.1484 4.6638 0.092
H -3.2812 0.1493 1.5937 0.101
H -1.7049 -0.5323 3.6976 0.100
H 6.4637 -0.3159 1.6044 -0.001
H 3.5389 0.0013 -5.0967 0.093
H 0.1070 -3.3059 4.3875 0.091
H 4.3633 -1.6016 0.1119 -0.024
H 0.7612 1.3947 0.9008 0.037
H 3.8405 3.3133 -2.3840 0.126
H -1.4499 -3.4604 3.5549 0.097
H 3.1882 1.7551 -4.9837 0.102
```

=====

DFT (ωB97M-V/def2-TZVPD) results for 2 unconnected molecules or ions with the total composition C7H15O2P.

Values from the calculation:
- 2S+1 = 1
- LUMO level (alpha / beta) (eV) = -0.2 / 0.2
- energy above the lowest of the compared OMol25 structures with the same formula, charge and spin (kJ/mol) = 591.33
- frontier orbital gap (alpha / beta) (eV) = 7.48 / 8.40

The geometry in XYZ format:
```
25
Properties=species:S:1:pos:R:3:lowdin_charge:R:1
P 1.2328 0.1623 0.2062 0.645
O -2.5804 -1.0987 -0.1613 0.065
O -2.5155 1.1694 -0.3793 -0.077
C 2.7546 -0.7245 1.1332 -0.173
C -3.0158 0.0146 0.1045 -0.507
C 0.7557 -1.3497 -0.5850 -0.246
C -1.2596 1.1620 -1.1007 -0.009
C -4.3465 0.2709 0.8662 0.036
C 0.3524 1.2216 1.2913 -0.209
C 2.1652 1.1164 -1.0446 -0.236
H -4.2797 -0.3286 1.8016 0.102
H 1.5124 -1.6807 -1.2235 0.030
H 2.9136 0.5852 -1.7102 0.072
H 2.4827 -1.5530 1.9343 0.091
H -4.4286 1.2419 1.1176 0.029
H 0.4508 -1.9648 0.1987 0.034
H -0.3887 0.5146 1.9012 -0.022
H 3.1315 -1.2306 0.3475 -0.041
H 1.6431 1.7056 -1.8214 0.046
H 3.4508 -0.0203 1.5875 0.032
H 2.7149 1.9073 -0.5836 0.029
H -5.1777 -0.0412 0.2473 0.087
H -0.1587 -1.2251 -1.2500 0.054
H -0.9578 2.2376 -1.3112 0.082
H -1.2328 0.4708 -2.0050 0.087
```

=====

DFT (ωB97M-V/def2-TZVPD) results for a molecular structure, C40H56F6N4O2PSSbSeV.

Values from the calculation:
- <S²> = 2.03
- 2S+1 = 3
- total charge = +1
- LUMO level (alpha / beta) (eV) = -3.2 / -3.1
- energy above the lowest of the compared OMol25 structures with the same formula, charge and spin (kJ/mol) = 110.01
- frontier orbital gap (alpha / beta) (eV) = 7.62 / 7.80

The geometry in XYZ format:
```
113
Properties=species:S:1:pos:R:3:mulliken_spin:R:1
Sb -2.7346 0.1242 -0.2697 -0.121
Se 0.2641 -2.0785 0.4570 0.012
V -0.1328 0.2778 0.3804 2.075
S -0.3310 2.3249 -1.2665 0.019
P 3.2806 1.0791 0.7038 0.006
F 4.0181 1.7374 1.9456 0.000
F 4.2768 -0.1749 0.7151 0.000
F 2.2409 0.2516 1.7098 0.016
F 2.4044 0.3293 -0.5115 0.004
F 4.1703 1.8292 -0.3790 0.001
F 2.2191 2.2819 0.6806 0.004
O -1.5663 2.8540 -1.7683 -0.003
O -0.0592 0.9092 -1.6622 0.029
N -0.4869 0.4936 2.3646 -0.049
N 1.3373 -2.5533 -2.1886 -0.004
N 2.8516 -2.5150 -0.6196 -0.014
N -0.4375 2.1011 0.3315 -0.111
C 4.8892 -2.7890 -2.1168 0.000
C 1.9820 5.4980 -1.8353 0.000
C 3.1128 3.5980 -2.7810 0.000
C 2.9113 -2.8903 -4.1602 0.001
C 4.3429 -5.0292 0.6266 0.000
C -5.0570 2.1841 -0.1823 -0.004
C -4.9829 -0.5427 -2.2368 -0.003
C -0.3598 4.5691 3.1723 -0.003
C 4.3130 5.8169 -2.7447 0.000
C 0.9044 4.7087 -1.4972 0.000
C 2.5770 -2.7087 -2.8222 -0.003
C -3.0273 0.6075 -3.3266 0.000
C 3.5349 -2.6770 -1.8301 0.002
C 3.3733 -4.0359 1.2799 -0.001
C 5.7958 -4.8098 1.0578 0.000
C -0.5540 -0.3672 3.3571 0.072
C -0.4688 1.8457 2.6717 0.047
C -3.7342 1.8659 0.5170 0.001
C 4.2546 -3.0296 -4.4509 0.000
C 0.3371 -5.3314 -2.3588 0.000
C -3.5268 -1.5662 0.8352 0.008
C -0.0960 -4.2409 -3.3377 -0.001
C -0.5926 0.0242 4.7007 -0.008
C -4.9434 -1.3875 1.4033 -0.004
C -3.8855 1.7826 2.0434 -0.001
C -3.4642 -0.3732 -2.2418 -0.016
C -0.3970 4.0978 1.8328 -0.004
C -0.4472 2.7721 1.5772 -0.016
C 0.0441 -2.7937 -2.8501 0.005
C -0.3985 3.7137 4.2225 0.002
C -0.6223 -5.5515 -1.1893 0.001
C 0.9603 3.3451 -1.7877 0.012
C -3.4324 -2.8194 -0.0430 -0.001
C 5.2312 -2.9743 -3.4405 0.000
C -0.5421 1.3502 5.0147 0.023
C 3.1117 4.9507 -2.4557 0.001
C 1.5471 -2.4248 -0.8701 0.039
C -0.4699 2.3156 3.9876 -0.005
C 3.4493 -2.6098 0.7321 -0.004
C 2.0486 2.7790 -2.4418 -0.003
H -1.6329 -5.7736 -1.5512 0.000
H -1.9445 0.6739 -3.4108 -0.001
H -3.4025 1.6129 -3.1365 0.000
H 2.3446 -4.3901 1.1664 0.000
H -2.9927 -1.3385 -2.4160 0.001
H -3.0206 2.6376 0.2577 0.001
H -0.6757 -4.6805 -0.5366 -0.002
H -0.2933 5.6349 3.3486 0.000
H -0.5596 -1.4132 3.0973 0.004
H -0.7240 -2.5358 -2.1309 -0.005
H -5.2919 -0.9996 -3.1846 -0.001
H 4.2636 -4.9651 -0.4635 0.000
H 4.9643 5.3593 -3.4896 0.000
H -0.3656 4.0778 5.2433 0.000
H 4.8958 5.9573 -1.8304 0.000
H -2.4778 -2.8865 -0.5652 0.001
H 3.9747 3.1673 -3.2800 0.000
H 2.0606 1.7202 -2.6622 0.000
H 2.1587 -2.9115 -4.9422 0.000
H -0.3542 4.8037 1.0161 0.001
H 1.3444 -5.1150 -1.9782 0.000
H -0.2926 -6.3971 -0.5784 0.000
H -1.1479 -4.3875 -3.6049 0.000
H -3.4302 0.2708 -4.2898 0.000
H -3.1555 1.1275 2.5218 0.003
H -0.5560 1.6772 6.0515 0.000
H 4.4744 -2.2560 0.6568 -0.002
H -4.9969 -0.5831 2.1375 0.000
H 4.0418 -6.0402 0.9096 0.000
H 0.4844 -4.3558 -4.2553 0.000
H -4.2371 -2.8492 -0.7838 0.000
H 5.6456 -2.7239 -1.3422 0.000
H -3.5228 -3.7193 0.5786 0.000
H -5.6759 -1.1783 0.6167 0.001
H 2.9154 -1.9254 1.3804 0.003
H -0.0436 -2.1160 -3.6965 0.001
H 5.9268 -5.0712 2.1130 0.000
H 3.5897 -3.9797 2.3531 0.000
H -2.8230 -1.6697 1.6617 0.000
H 6.1084 -3.7647 0.9391 0.000
H 4.5623 -3.1834 -5.4788 0.000
H 1.9619 6.5594 -1.6080 0.000
H 0.0209 5.1446 -1.0442 0.000
H -5.3403 -1.1871 -1.4335 0.001
H -5.4814 3.1027 0.2437 -0.001
H -4.9116 2.3573 -1.2503 0.000
H 6.2764 -3.0700 -3.7098 0.000
H -4.8801 1.4244 2.3137 0.000
H 0.4200 -6.2612 -2.9249 0.000
H 6.4816 -5.4276 0.4715 0.000
H -0.6521 -0.7344 5.4687 0.000
H -5.4909 0.4203 -2.1551 0.000
H -3.7638 2.7788 2.4818 0.000
H -5.2616 -2.3122 1.9048 -0.001
H -5.7920 1.3861 -0.0468 0.001
H 4.0124 6.8047 -3.0998 0.000
```

=====

DFT (ωB97M-V/def2-TZVPD) results for 2 unconnected molecules or ions with the total composition H4O2.

Values from the calculation:
- 2S+1 = 1
- LUMO level (eV) = 0.9
- energy above the lowest of the compared OMol25 structures with the same formula, charge and spin (kJ/mol) = 24.98
- frontier orbital gap (eV) = 12.26

The geometry in XYZ format:
```
6
Properties=species:S:1:pos:R:3:lowdin_charge:R:1
O -2.0053 -0.0549 -0.2463 -0.100
O 1.7329 -0.1609 -0.0943 -0.025
H 1.4859 0.7572 -0.0192 0.034
H -2.6134 0.0414 0.5292 0.049
H -1.2216 -0.5216 0.1460 0.045
H 2.6215 -0.0611 -0.3153 -0.003
```

=====

DFT (ωB97M-V/def2-TZVPD) results for 7 unconnected molecules or ions with the total composition C3H20NO8.

Values from the calculation:
- <S²> = 0.76
- 2S+1 = 2
- LUMO level (alpha / beta) (eV) = 0.0 / -4.4
- energy above the lowest of the compared OMol25 structures with the same formula, charge and spin (kJ/mol) = 171.02
- frontier orbital gap (alpha / beta) (eV) = 10.48 / 5.96

The geometry in XYZ format:
```
32
Properties=species:S:1:pos:R:3:mulliken_spin:R:1
O 3.1797 0.0787 2.3194 0.001
O -2.4477 -0.5238 -2.2147 0.065
O -0.8437 -1.5453 -0.6196 0.710
O 1.0960 2.3677 -2.4350 0.000
O 0.3100 -1.7830 3.2311 0.000
O -0.2133 2.2409 2.3531 0.001
O -1.0461 0.8840 -3.9794 0.002
O -0.3742 -3.3191 1.1781 0.024
N 0.7235 0.1058 0.0933 0.127
C -0.0520 2.3522 0.9736 0.000
C 0.3615 -0.9335 -0.8650 -0.014
C -0.4780 0.9655 0.3392 0.004
H -0.6942 1.5370 2.8017 0.000
H 0.9663 -0.3486 0.9813 -0.012
H -3.0537 -0.0992 -1.6001 -0.003
H 1.1194 -1.8099 -0.7193 0.083
H 0.2736 -0.5511 -1.9035 0.026
H -0.8856 -4.1062 0.9427 -0.003
H 2.5815 -0.6723 2.3368 -0.001
H -0.7223 -2.7069 0.4973 -0.002
H 1.0288 2.4075 0.7427 0.001
H 2.8966 0.5420 1.5269 0.001
H 1.3454 1.4664 -2.2215 0.001
H -0.7735 3.1629 0.6442 0.002
H -1.2367 0.4504 0.9461 -0.003
H 0.4234 2.1868 -3.1080 0.000
H -0.7607 1.1765 -0.7234 0.002
H -0.2646 -2.3108 2.6402 0.000
H 1.0763 -2.3203 3.4309 0.000
H -1.7217 0.6289 -3.2990 -0.001
H -0.8294 -0.0142 -4.2743 0.000
H -1.8344 -1.0530 -1.4662 -0.013
```

=====

DFT (ωB97M-V/def2-TZVPD) results for C5H7N in the gas phase.

Values from the calculation:
- 2S+1 = 1
- LUMO level (eV) = -0.9
- energy above the lowest of the compared OMol25 structures with the same formula, charge and spin (kJ/mol) = 672.52
- frontier orbital gap (eV) = 7.42

The geometry in XYZ format:
```
13
Properties=species:S:1:pos:R:3:lowdin_charge:R:1
N 1.7282 0.3101 1.2213 0.047
C 0.6554 0.8497 0.7586 -0.348
C -0.8512 -0.2422 0.9821 -0.086
C -0.1950 0.3379 -0.3063 -0.304
C 0.0793 -0.6434 -1.4086 -0.058
C -1.8051 0.2050 0.2462 0.108
H -2.3343 1.1417 0.3096 0.099
H -0.3943 -1.0693 1.5067 0.135
H 2.4697 0.1406 0.5329 0.047
H 0.3783 1.8182 1.2035 0.135
H -0.5051 -0.3907 -2.2815 0.074
H 1.1218 -0.8460 -1.6318 0.074
H -0.3476 -1.6113 -1.1329 0.077
```